(1)
The following is a quantum chemistry calculation of one molecule with the formula C5H8O2, from the OMol25 dataset.

ΔE to the lowest compared entry with this formula, charge and spin in kcal/mol: 51.7
Total charge: 0
LUMO in eV: 0.820
Kohn-Sham gap in eV: 11.11
HOMO level in eV: -10.285
SMILES string: C#C[C@](C)(O)CO

```
15
C5H8O2 (ωB97M-V/def2-TZVPD)
C 2.49396 0.06776 -0.24200
C 1.30956 -0.15657 -0.22925
C -0.16695 -0.32176 -0.18096
C -0.57168 -1.52449 0.66039
O -0.68703 -0.53672 -1.47488
C -0.74727 0.98682 0.39348
O -0.70519 2.01124 -0.58190
H 3.54859 0.23706 -0.25026
H -1.65970 -1.63100 0.60608
H -0.26759 -1.40394 1.70453
H -0.11431 -2.43158 0.25764
H -0.65475 0.32611 -1.91703
H -0.19761 1.26918 1.30239
H -1.80051 0.84119 0.64869
H 0.22049 2.26670 -0.69694
```

(2)
The following is a quantum chemistry calculation of C9H25ClIN2O2P2Ti as an isolated structure, from the OMol25 dataset.

Total charge: +3
LUMO in eV: -11.625
Kohn-Sham gap in eV: 6.81
HOMO level in eV: -18.436

```
43
C9H25ClIN2O2P2Ti (ωB97M-V/def2-TZVPD)
C 0.00672 1.02194 -5.84160
C 0.01244 1.78916 -4.59522
H 0.00918 1.61678 -6.79516
H -0.91733 0.40037 -5.77604
H 0.92421 0.39046 -5.77720
O 0.01677 2.68772 -3.84208
I -0.02153 -2.66749 -2.32854
Ti -0.00249 -0.74771 -0.63534
P 2.48573 -0.19975 -0.63931
C 2.95727 1.20654 0.41522
C 3.27071 -1.60286 0.20078
H 4.35123 -1.45989 0.16247
H 4.59090 -0.09995 -1.80276
H 3.01567 -2.53789 -0.30181
H 3.26196 -0.62389 -2.89754
H 2.28910 1.33851 1.26998
H 2.96196 -1.68746 1.24563
C 3.54333 0.06922 -2.09515
H 3.97740 1.06847 0.78270
H 3.41619 1.10161 -2.44613
H 2.90619 2.12072 -0.18360
P -2.48724 -0.16584 -0.63988
C -2.92951 1.25568 0.40576
C -3.54601 0.10746 -2.09324
H -3.04559 -2.49440 -0.27045
H -4.37085 -1.39613 0.17228
H -2.98835 -1.62102 1.26427
C -3.29169 -1.54874 0.21670
H -3.27961 -0.59576 -2.89183
H -4.59536 -0.04261 -1.79874
H -3.95290 1.14412 0.77226
H -2.85709 2.16492 -0.19722
H -3.40497 1.13431 -2.45402
H -2.26113 1.37742 1.26262
Cl -0.01406 -2.48697 0.93910
N 1.14342 -0.01179 2.98705
C 0.00272 0.10444 2.30185
N -1.14670 0.02918 2.99643
O -0.00093 0.36369 1.02726
H 1.09146 -0.26631 3.96719
H 2.00312 -0.20213 2.46840
H -2.01621 -0.12391 2.49287
H -1.09313 -0.22589 3.98123
```